The following is a DFT calculation (wB97M-V/def2-TZVPD) of a cluster of 5 separate species, C14H41N3O5 in total in a non-equilibrium geometry.

* E_LUMO: 0.6116 eV
* SMILES: COC[C@H](C)N.COC[C@H](C)N.COC[C@H](C)N.CCO.O
* orbital gap: 9.97 eV
* max |F|: 1.04 eV/A
* total energy: -1098.40277 a.u.
* HOMO level: -9.357 eV

Each line ends with the natural charge from an NBO analysis.
Element x y z (Å)
O  -0.0525  4.1200  4.7902  -0.96
H  -0.8043  3.7121  5.2261  0.46
H  -0.0033  3.6884  3.9261  0.49
C  2.7220  -0.9292  -2.0935  -0.61
C  2.0841  0.4458  -2.0122  -0.07
C  2.5589  1.3850  -3.0981  -0.06
O  3.9708  1.5110  -2.9861  -0.54
C  4.5374  2.1028  -4.1269  -0.25
N  0.6266  0.3188  -2.0593  -0.84
H  3.8073  -0.8557  -2.1151  0.23
H  2.3688  -1.4700  -2.9762  0.21
H  2.4521  -1.5162  -1.2102  0.20
H  2.4336  0.8764  -1.0551  0.17
H  2.1183  2.3806  -2.9598  0.16
H  2.2954  0.9779  -4.0839  0.17
H  4.0164  3.0353  -4.3934  0.16
H  4.5245  1.4152  -4.9778  0.17
H  5.5591  2.3858  -3.8738  0.19
H  0.1373  1.1810  -2.2726  0.36
H  0.2736  0.0444  -1.1514  0.35
C  -1.0366  -0.0937  2.2384  -0.64
C  0.3945  0.1662  1.7789  -0.07
C  1.0595  1.2494  2.6023  -0.06
O  0.3713  2.4916  2.4959  -0.57
C  0.3593  3.0234  1.1956  -0.26
N  1.2272  -1.0487  1.8573  -0.84
H  -1.5514  -0.7873  1.5701  0.22
H  -1.6457  0.8107  2.3334  0.21
H  -1.0355  -0.5374  3.2406  0.20
H  0.4007  0.4497  0.7274  0.18
H  2.0893  1.3872  2.2471  0.18
H  1.0812  1.0307  3.6690  0.20
H  -0.4851  2.6111  0.6255  0.16
H  1.2821  2.8233  0.6404  0.17
H  0.2262  4.1024  1.2649  0.20
H  1.0358  -1.6524  1.0661  0.37
H  0.9436  -1.5940  2.6647  0.35
C  -2.2673  -3.1410  -1.3475  -0.61
C  -0.7678  -3.1569  -1.5891  -0.07
C  -0.0311  -4.1186  -0.6588  -0.07
O  -0.0649  -3.6648  0.6672  -0.55
C  0.8414  -4.3507  1.5014  -0.25
N  -0.4919  -3.4256  -2.9926  -0.82
H  -2.4757  -3.0516  -0.2830  0.22
H  -2.7238  -4.0524  -1.7465  0.20
H  -2.7247  -2.3064  -1.8795  0.22
H  -0.3739  -2.1590  -1.3601  0.19
H  0.9936  -4.2469  -1.0509  0.16
H  -0.4616  -5.1361  -0.7350  0.16
H  1.8867  -4.0983  1.2960  0.17
H  0.7426  -5.4395  1.3763  0.17
H  0.5769  -4.1290  2.5332  0.19
H  -1.0266  -4.2232  -3.3157  0.35
H  0.4894  -3.6071  -3.1608  0.36
C  -4.3384  2.7349  0.6963  -0.63
C  -4.6008  2.7356  2.1931  -0.06
O  -5.9648  2.4501  2.4982  -0.72
H  -3.2745  2.8824  0.4854  0.20
H  -4.8562  3.5555  0.1954  0.20
H  -4.6425  1.7839  0.2605  0.21
H  -4.3109  3.7034  2.6129  0.16
H  -4.0044  1.9573  2.6664  0.17
H  -6.4715  3.2625  2.4227  0.46



The following is a DFT calculation (wB97M-V/def2-TZVPD) of a cluster of 2 separate species, C2H9N3 in total in a non-equilibrium geometry.

* E_LUMO: 0.8794 eV
* SMILES: C=N.NCN
* orbital gap: 10.81 eV
* max |F|: 2.05 eV/A
* total energy: -245.80308 a.u.
* HOMO level: -9.927 eV

Each line ends with the natural charge from an NBO analysis.
Element x y z (Å)
C  -2.3640  -1.4191  -1.0462  -0.03
N  -1.8863  -1.0915  -2.1617  -0.60
H  -2.2657  -2.4286  -0.6442  0.16
H  -3.1554  -0.8416  -0.5333  0.14
H  -1.8465  -0.0946  -2.3510  0.34
N  1.3330  0.6543  -0.3893  -0.84
C  0.8900  0.7902  1.0069  -0.06
N  1.8935  0.3166  1.9823  -0.81
H  0.5571  0.7006  -1.0420  0.35
H  1.7484  1.5557  -0.6063  0.34
H  0.5242  1.8004  1.2317  0.15
H  -0.0058  0.1730  1.1542  0.17
H  1.8142  -0.6891  1.8661  0.35
H  2.7635  0.5738  1.5329  0.35



The following is a DFT calculation (wB97M-V/def2-TZVPD) of a structure of composition C31H35Br2IrN3O.

* net charge: +2
* multiplicity: 2
* E_LUMO (spin up / spin down): -7.3925 / -8.8934 eV
* ⟨S²⟩: 0.78
* orbital gap (spin up / spin down): 6.24 / 4.73 eV
* max |F|: 0.56 eV/A
* total energy: -6693.58849 a.u.
* HOMO level (spin up / spin down): -13.628 / -13.627 eV

Each line ends with the Löwdin charge.
Element x y z (Å)
Ir  0.5843  -0.2849  -0.5773  1.46
C  -1.0227  0.6582  2.1281  0.01
C  0.3547  0.1603  2.3873  -0.23
C  0.8516  0.1066  3.7028  0.05
C  2.0920  -0.3959  3.9889  0.04
C  2.8883  -0.8670  2.9315  -0.16
C  4.2050  -1.4384  3.0568  -0.57
Br  4.9783  -1.6050  4.7330  0.98
C  4.9152  -1.8726  1.9470  -0.12
C  4.3877  -1.7600  0.6716  -0.57
Br  5.3289  -2.3082  -0.8215  0.97
C  3.0929  -1.1867  0.4926  -0.39
O  2.5541  -1.0033  -0.6331  -0.15
C  2.3617  -0.7661  1.6511  -0.16
N  1.1251  -0.2644  1.3794  0.01
H  -1.5589  0.7741  3.0665  0.10
H  -1.5631  -0.0483  1.4993  0.07
H  -0.9958  1.6208  1.6168  0.10
H  0.2097  0.4655  4.4947  0.14
H  2.4502  -0.4365  5.0086  0.11
H  5.9005  -2.2979  2.0801  0.12
C  -0.1186  -2.0025  -3.5532  -0.03
C  -0.2395  -2.6237  -2.1657  -0.39
C  0.3758  -4.0148  -2.1058  -0.05
C  -1.6521  -2.5299  -1.6178  -0.15
C  -2.4868  -3.6296  -1.7150  -0.01
C  -3.7878  -3.5796  -1.2351  -0.02
C  -4.2454  -2.4315  -0.6259  -0.01
C  -3.4438  -1.2951  -0.5001  -0.12
C  -4.0407  -0.1059  0.2378  -0.39
C  -4.4930  -0.5024  1.6477  -0.05
C  -5.2051  0.5067  -0.5463  -0.04
C  -2.1525  -1.3511  -1.0468  -0.15
N  -1.3058  -0.1905  -1.0426  -0.13
C  -1.7811  1.0306  -1.3301  -0.04
C  -0.9568  2.0753  -1.0602  -0.30
C  -1.0429  3.4734  -1.2203  0.05
C  0.1874  3.9676  -0.8959  0.01
C  1.0477  2.8794  -0.5651  -0.17
N  0.3385  1.7353  -0.6323  -0.01
C  2.5009  3.1254  -0.2384  -0.53
C  3.1153  3.9416  -1.3926  -0.02
C  3.3315  1.8644  -0.0712  -0.04
C  2.5636  3.9450  1.0610  -0.02
H  0.9039  -2.0593  -3.9276  0.10
H  -0.4464  -0.9625  -3.5726  0.07
H  -0.7612  -2.5591  -4.2374  0.11
H  0.4368  -2.0357  -1.4653  0.05
H  -0.0589  -4.6507  -2.8779  0.10
H  0.2158  -4.4896  -1.1387  0.10
H  1.4456  -3.9586  -2.3060  0.09
H  -2.1236  -4.5426  -2.1643  0.12
H  -4.4298  -4.4458  -1.3171  0.12
H  -5.2498  -2.4111  -0.2243  0.12
H  -3.2851  0.6716  0.3635  0.09
H  -5.3736  -1.1443  1.6186  0.09
H  -4.7622  0.3868  2.2190  0.09
H  -3.7131  -1.0442  2.1862  0.08
H  -6.0056  -0.2213  -0.6809  0.09
H  -4.9101  0.8398  -1.5435  0.08
H  -5.6194  1.3593  -0.0075  0.09
H  -2.7705  1.1377  -1.7564  0.15
H  -1.9107  4.0252  -1.5453  0.13
H  0.4792  5.0037  -0.8965  0.12
H  3.0828  3.3819  -2.3285  0.10
H  4.1586  4.1555  -1.1597  0.10
H  2.6085  4.8921  -1.5456  0.09
H  3.2785  1.2191  -0.9475  0.09
H  3.0222  1.3202  0.8197  0.06
H  4.3748  2.1461  0.0748  0.11
H  2.0349  4.8930  0.9698  0.09
H  3.6042  4.1622  1.3039  0.10
H  2.1255  3.3924  1.8969  0.09



The following is a DFT calculation (wB97M-V/def2-TZVPD) of the ion C3H8N3O with charge +1 in a non-equilibrium geometry.

* net charge: +1
* E_LUMO (spin up / spin down): -5.0460 / -4.5964 eV
* orbital gap (spin up / spin down): 7.77 / 8.54 eV
* max |F|: 2.82 eV/A
* total energy: -358.11732 a.u.
* HOMO level (spin up / spin down): -12.818 / -13.134 eV

Each line ends with the natural charge from an NBO analysis.
Element x y z (Å)
C  1.7253  -1.4593  1.3826  -0.05
C  1.5314  -1.9359  0.1990  0.00
C  -0.0604  0.7592  0.1902  -0.07
N  -0.4463  -0.3830  0.9484  -0.31
N  -1.1351  0.9899  -0.9096  -0.70
N  -0.7397  -1.4146  0.1680  -0.20
O  0.4330  -2.0215  -0.6256  -0.39
H  2.0642  -1.4582  2.3993  0.26
H  2.5012  -2.2944  -0.2104  0.29
H  0.8036  0.7371  -0.3936  0.19
H  0.0546  1.4927  0.9221  0.24
H  -0.6456  0.6803  -1.7413  0.45
H  -1.3472  2.0010  -0.9786  0.45
H  -0.9928  -2.1875  0.7308  0.38
H  -2.0219  0.5202  -0.7526  0.46